A cluster of 4 separate species, C4H14O4 in total at a distorted geometry. Source: the OMol25 dataset; level of theory: ωB97M-V with the def2-TZVPD basis set.

**LUMO**: -0.43 eV
**Energy relative to the best compared isomer or geometry (same formula, charge and spin)**: 378.60 kJ/mol
**Charge**: 0
**Total energy**: -461.6121 Eh
**Gap between HOMO and LUMO**: 8.4532 eV

Cartesian coordinates (Å):
C -0.970 -0.309 1.075
C -0.150 0.767 0.537
C -1.417 0.988 1.844
C 1.227 1.064 1.141
O -1.993 -0.736 0.263
H -0.475 -1.145 1.600
H -0.493 1.434 -0.251
H -2.035 1.754 1.255
H -2.296 0.602 2.432
H -0.775 1.549 2.600
H 1.359 1.927 1.795
H 1.492 0.286 1.792
H 1.997 1.122 0.418
H 1.226 0.769 -2.375
H 1.857 1.956 -3.176
O 1.886 1.573 -2.346
H -1.468 -2.005 -0.368
H -1.241 -3.330 -1.177
O -0.743 -2.704 -0.727
H 1.346 -2.294 -2.625
H 0.537 -1.777 -1.495
O 1.129 -1.491 -2.213

=====

A cluster of 3 separate species, C4H14O4 in total at a distorted geometry. Source: the OMol25 dataset; level of theory: ωB97M-V with the def2-TZVPD basis set.

**SMILES**: OCCCCO.O.O
**LUMO**: 0.71 eV
**Energy relative to the best compared isomer or geometry (same formula, charge and spin)**: 81.44 kJ/mol
**Charge**: 0
**Total energy**: -461.7253 Eh
**Gap between HOMO and LUMO**: 10.7128 eV

Cartesian coordinates (Å):
C 0.844 -0.907 -1.611
C 1.560 -0.431 -0.368
C 2.834 0.320 -0.685
O 2.472 1.434 -1.553
C -0.662 -0.754 -1.604
O -1.057 0.594 -1.247
H 0.996 -1.950 -1.912
H 1.172 -0.409 -2.525
H 1.680 -1.246 0.348
H 0.909 0.252 0.128
H 3.546 -0.239 -1.298
H 3.368 0.733 0.162
H 2.551 2.265 -1.079
H -1.288 -1.313 -0.911
H -1.107 -0.963 -2.584
H -0.532 1.283 -1.666
H -5.127 -2.251 4.479
H -4.135 -1.167 5.001
O -4.205 -1.972 4.475
H -0.555 1.228 2.122
H -1.511 1.439 0.973
O -0.736 1.831 1.398

=====

A cluster of 2 separate species, C4H14OSi2 in total at a distorted geometry. Source: the OMol25 dataset; level of theory: ωB97M-V with the def2-TZVPD basis set.

**LUMO (alpha / beta)**: 0.88 / -1.76 eV
**Energy relative to the best compared isomer or geometry (same formula, charge and spin)**: 0.00 kJ/mol
**Charge**: 0
**⟨S²⟩**: 2.0018
**Total energy**: -814.9060 Eh
**Gap between HOMO and LUMO (alpha / beta)**: 6.6189 / 8.4576 eV
**Multiplicity**: 3

Cartesian coordinates (Å):
C 2.107 2.257 -2.142
C -1.551 0.749 0.299
C -1.519 -2.482 0.916
C -0.229 -0.451 2.794
O 1.537 -0.072 -3.553
Si 0.776 1.288 -3.053
Si -0.627 -0.718 0.965
H 1.817 3.244 -1.796
H 2.264 1.742 -1.264
H 3.018 2.252 -2.860
H -2.088 0.680 -0.576
H -2.261 0.752 1.075
H -1.169 1.727 0.426
H -1.037 -3.128 1.644
H -2.584 -2.632 1.210
H -1.319 -2.760 -0.069
H -1.029 -0.484 3.474
H 0.422 -1.278 2.932
H 0.423 0.485 2.965
H 2.451 -0.170 -3.436
H 0.596 -1.000 0.049